Here is C5H11NO as an isolated structure in a non-equilibrium geometry from the OMol25 dataset. Energies are from wB97M-V/def2-TZVPD.

```
18
Properties=species:S:1:pos:R:3
H -0.034 -0.148 2.598
H 1.813 -0.642 -2.057
H 1.546 1.490 -1.725
C -0.390 0.334 1.681
N -0.963 1.449 -1.009
H 0.147 -2.489 1.284
H -1.060 0.779 -1.774
C -0.467 -1.940 0.560
H -1.469 0.426 1.754
C -0.024 -0.510 0.501
H 0.020 1.337 1.648
C 0.887 -0.103 -0.448
O 1.335 -1.069 -1.339
H -1.502 -2.005 0.895
H 1.054 1.993 -0.027
C 0.977 1.265 -0.820
H -0.368 -2.434 -0.403
H -1.503 2.269 -1.320
```

largest force on an atom = 0.065 Eh/bohr
energy relative to the best compared isomer or geometry (same formula, charge and spin) = 3.6429 eV
total energy = -8898.0544 eV
molar mass = 101.15 g mol⁻¹
highest occupied orbital energy = -7.776 eV

The Löwdin scheme yields these atomic charges, measured in e:
1 H 0.085
2 H 0.093
3 H 0.090
4 C -0.072
5 N 0.019
6 H 0.091
7 H 0.009
8 C -0.049
9 H 0.079
10 C -0.291
11 H 0.063
12 C -0.381
13 O 0.013
14 H 0.081
15 H 0.074
16 C 0.017
17 H 0.073
18 H 0.006

Here is a 10-piece molecular cluster, C32H48F21N4O23S7 overall in a non-equilibrium geometry from the OMol25 dataset. Energies are from wB97M-V/def2-TZVPD.

```
135
Properties=species:S:1:pos:R:3
C -4.514 0.565 4.255
F 3.435 -3.105 3.446
C -3.222 -1.355 4.942
F 1.183 5.943 3.258
C -2.264 -0.489 -0.030
O -5.440 0.042 1.457
H 4.308 -0.214 -7.370
O -6.208 2.277 2.058
F -2.377 1.706 -5.515
S 1.909 -3.652 5.707
F -2.525 -5.657 0.191
F 1.692 4.857 1.441
C -5.490 1.918 -0.440
C -2.021 -4.903 5.569
S 5.303 -0.253 -0.414
H 3.179 -1.261 -3.831
H -1.217 1.231 -0.924
H -1.399 1.593 4.846
H 1.459 0.149 -5.006
O 0.365 3.619 4.780
H 2.361 0.617 -0.017
F 5.651 0.888 2.164
C 1.235 2.959 -3.173
H 1.314 -0.220 2.757
H 5.162 1.536 -5.153
O 1.008 -4.765 5.990
C 2.593 -4.020 3.900
O 2.586 8.297 -7.204
C -2.154 -3.539 5.146
N -3.408 1.337 4.294
H -1.989 -7.361 6.488
F 3.953 1.559 1.255
C 0.431 -0.736 2.378
C 3.683 -0.314 -4.021
F -3.486 1.650 -3.582
O 0.579 -4.031 -1.311
C -1.075 0.536 -0.097
C 0.667 -1.199 0.913
C 2.012 6.594 -5.050
C -4.440 -0.785 4.627
F 4.045 -0.492 2.028
F 0.923 7.368 -4.838
H -3.186 0.065 0.144
C 4.713 0.444 1.386
H 1.413 -0.813 -1.792
H -3.909 2.771 2.800
N 3.595 0.129 -5.492
C -3.453 2.723 3.788
C 2.077 -0.073 -5.875
H -4.846 -5.329 7.115
H 4.745 -0.340 -3.776
H 5.579 -0.502 -6.103
S -6.313 1.161 1.116
H 1.321 2.566 -7.553
F 3.198 -5.227 3.862
O -7.700 0.846 0.628
N 0.371 -0.058 -0.074
H 2.011 3.065 -0.682
H 0.693 0.531 -7.388
H -2.116 -1.116 0.849
C -3.261 -2.801 5.474
H -5.276 -2.986 6.332
F 2.669 6.201 -3.918
C -4.322 -3.455 6.145
S 3.315 7.616 -6.113
F -5.260 1.046 -1.448
S -2.600 -0.806 -4.605
O 5.955 0.843 -1.106
F -1.634 -4.030 1.272
H -3.207 -7.076 7.637
O 3.975 8.466 -5.093
O 1.588 2.133 -6.738
H -1.201 1.075 0.842
O 4.109 -0.716 -1.106
C 1.720 4.872 2.772
O -0.186 -6.325 -1.488
O 3.138 -3.678 6.484
S 0.075 -5.206 -0.607
H -0.266 -1.557 -1.583
H -1.231 -5.514 5.159
C 1.688 0.803 -7.035
H 3.590 2.150 -4.790
H 1.738 -1.380 0.825
C 1.385 1.093 0.083
H 0.266 2.768 -0.859
H 3.197 0.472 -3.443
H 2.048 -1.121 -6.175
S 0.803 3.249 3.409
O 1.737 2.070 3.383
C -1.642 -4.600 0.058
C 4.539 -0.646 -6.396
O -2.881 -1.420 -3.350
C -2.984 -6.923 6.581
F 1.614 5.546 -5.732
H -0.548 -0.300 2.575
H 4.300 -1.708 -6.347
H 0.111 -2.109 0.687
O 6.156 -1.344 0.000
H -2.298 -1.061 -0.957
O 0.884 -5.573 0.612
C -2.118 -0.512 5.129
H -2.471 3.196 3.798
H -5.354 -1.360 4.628
O 1.531 1.875 -2.256
C 4.147 1.596 -5.546
H -3.622 -7.509 5.919
O 4.286 6.617 -6.643
H -1.224 -0.934 5.566
C 0.357 -0.663 -1.566
H -4.114 3.251 4.476
F 2.987 4.793 3.098
C 1.255 2.310 -0.896
H 0.039 0.112 -2.263
H 0.806 2.502 -4.064
H 0.469 3.648 -2.816
N -3.050 -5.484 6.214
H -5.421 1.053 3.930
F -6.175 2.933 -0.839
C -2.456 1.162 -4.304
F -4.235 2.346 -0.056
F -2.098 -3.769 -0.855
H 2.071 3.568 -3.515
H 0.606 -1.605 3.013
C -4.140 -4.788 6.503
H 2.269 0.611 -7.937
F -1.329 1.386 -3.597
O -0.330 3.007 2.520
C -2.213 0.884 4.827
O -1.282 -1.189 -5.169
F 1.485 -4.029 3.117
O -3.720 -0.941 -5.526
H 4.085 2.046 -6.537
H -1.372 -3.029 4.603
H 1.294 1.498 1.091
O 1.237 -2.382 5.643
```

largest force on an atom = 0.073 Eh/bohr
energy relative to the best compared isomer or geometry (same formula, charge and spin) = 0.0000 eV
total charge = -3
total energy = -219927.5893 eV
molar mass = 1480.17 g mol⁻¹
highest occupied orbital energy = -3.099 eV

Atomic partial charges in e from the Löwdin method, atoms 1 to 99:
1 C 0.014
2 F 0.146
3 C -0.117
4 F 0.170
5 C -0.027
6 O -0.349
7 H 0.089
8 O -0.374
9 F 0.115
10 S 0.454
11 F 0.053
12 F 0.124
13 C -0.648
14 C 0.080
15 S 0.464
16 H 0.116
17 H 0.110
18 H 0.124
19 H 0.133
20 O -0.392
21 H 0.092
22 F 0.151
23 C -0.090
24 H 0.064
25 H 0.104
26 O -0.381
27 C -0.608
28 O -0.389
29 C 0.081
30 N -0.045
31 H 0.107
32 F 0.078
33 C -0.044
34 C 0.006
35 F 0.107
36 O -0.351
37 C -0.138
38 C -0.105
39 C -0.624
40 C 0.031
41 F 0.135
42 F 0.097
43 H 0.048
44 C -0.649
45 H 0.087
46 H 0.094
47 N -0.303
48 C 0.038
49 C -0.036
50 H 0.136
51 H 0.099
52 H 0.103
53 S 0.521
54 H 0.111
55 F 0.109
56 O -0.367
57 N -0.164
58 H 0.129
59 H 0.133
60 H 0.063
61 C -0.099
62 H 0.119
63 F 0.087
64 C 0.050
65 S 0.509
66 F 0.121
67 S 0.459
68 O -0.357
69 F 0.089
70 H 0.100
71 O -0.390
72 O -0.038
73 H 0.097
74 O -0.356
75 C -0.700
76 O -0.350
77 O -0.349
78 S 0.493
79 H 0.085
80 H 0.142
81 C -0.290
82 H 0.094
83 H 0.128
84 C -0.058
85 H 0.112
86 H 0.084
87 H 0.140
88 S 0.532
89 O -0.358
90 C -0.621
91 C -0.003
92 O -0.326
93 C 0.026
94 F 0.123
95 H 0.059
96 H 0.104
97 H 0.103
98 O -0.346
99 H 0.051

Here is C26H43N3O4PPdTe2 as an isolated structure in a non-equilibrium geometry from the OMol25 dataset. Energies are from wB97M-V/def2-TZVPD.

```
80
Properties=species:S:1:pos:R:3
H -4.438 0.702 2.925
C 0.586 -2.795 5.166
C -0.032 -4.042 1.619
C -2.594 2.490 3.692
H -0.143 -4.035 6.763
C 1.977 0.173 0.535
C 1.180 3.354 -6.837
C 0.704 -3.993 6.077
H -4.578 0.488 -1.005
H 0.346 3.207 -7.522
H 1.589 2.175 1.316
H -2.647 1.109 -3.844
C 4.277 -2.802 -0.035
C 1.227 0.175 -0.658
H 1.419 -2.756 4.459
H 2.016 2.744 -7.181
N -2.134 1.068 -0.457
H 3.507 -0.816 1.640
H 1.636 -4.028 0.268
H 1.147 -1.615 -3.590
H -2.335 3.348 4.320
O -1.746 -0.621 -2.031
C 0.797 2.993 -5.428
H 5.269 -2.349 -0.064
O 0.232 -2.704 2.094
O -0.413 -0.619 3.326
H -2.551 1.595 4.316
H -0.792 -3.982 0.840
H -5.416 1.701 2.058
C 2.523 2.663 -2.077
H 2.776 3.259 -4.648
C 0.977 -0.665 -3.084
N -1.595 2.309 2.615
C 1.430 2.640 -3.114
H -2.930 2.816 -4.185
C -2.362 2.122 -3.562
H -1.650 3.081 1.961
C 2.510 -1.692 -1.447
H 0.576 -1.861 5.730
C 1.858 1.177 1.657
C 0.107 2.292 -2.808
H -4.638 2.941 4.045
C -0.512 2.696 -5.089
H 2.733 -2.404 -2.235
C -3.952 -0.400 -1.082
C 1.751 2.984 -4.417
C 3.214 -1.762 -0.256
C -2.486 -0.016 -1.234
H 1.490 4.399 -6.900
H -1.282 2.737 -5.853
P -0.832 -2.044 3.104
H -2.649 2.287 -2.529
H 1.066 -5.643 0.728
H -4.063 -0.969 -0.160
C 1.253 -4.631 1.091
H -4.022 3.588 2.533
H 2.862 1.660 -1.823
C -4.010 2.702 3.176
H 3.381 3.225 -2.445
H 0.723 -4.916 5.497
C 1.537 -0.726 -1.690
H -0.664 2.320 3.016
H 2.819 1.254 2.166
H 1.122 0.831 2.384
Te -0.248 1.720 -0.756
C 2.945 -0.808 0.712
H 1.494 0.110 -3.655
H -0.432 -4.647 2.436
Pd -1.718 0.248 1.620
N -4.474 1.568 2.399
O -0.659 -2.903 4.443
H 2.187 3.141 -1.154
H 2.012 -4.678 1.875
H -0.085 -0.447 -3.092
C -0.891 2.353 -3.791
H -4.239 -1.012 -1.930
H 4.238 -3.577 -0.799
Te -3.063 -2.283 2.269
H 1.623 -3.929 6.662
H 4.160 -3.277 0.940
```

largest force on an atom = 0.031 Eh/bohr
spin multiplicity = 2
energy relative to the best compared isomer or geometry (same formula, charge and spin) = 1.1436 eV
total energy = -67676.9569 eV
molar mass = 854.24 g mol⁻¹
highest occupied orbital energy (alpha / beta) = -6.780 / -6.895 eV
⟨S²⟩ = 0.75

The Löwdin scheme yields these atomic charges, measured in e:
1 H 0.024
2 C -0.282
3 C -0.313
4 C -0.251
5 H 0.079
6 C -0.306
7 C -0.046
8 C -0.076
9 H 0.075
10 H 0.075
11 H 0.028
12 H 0.092
13 C -0.048
14 C -0.317
15 H 0.112
16 H 0.082
17 N -0.357
18 H 0.126
19 H 0.061
20 H 0.086
21 H 0.108
22 O -0.044
23 C -0.258
24 H 0.084
25 O -0.298
26 O -0.439
27 H 0.113
28 H 0.084
29 H 0.069
30 C -0.062
31 H 0.123
32 C -0.043
33 N -0.051
34 C -0.320
35 H 0.085
36 C -0.050
37 H 0.066
38 C -0.013
39 H 0.115
40 C -0.093
41 C -0.320
42 H 0.106
43 C -0.010
44 H 0.119
45 C -0.040
46 C -0.019
47 C -0.271
48 C -0.722
49 H 0.084
50 H 0.121
51 P 0.051
52 H 0.052
53 H 0.082
54 H -0.019
55 C -0.065
56 H 0.109
57 H 0.076
58 C -0.296
59 H 0.085
60 H 0.076
61 C -0.260
62 H 0.069
63 H 0.083
64 H 0.045
65 Te 1.812
66 C -0.015
67 H 0.083
68 H 0.107
69 Pd 0.451
70 N -0.009
71 O -0.300
72 H 0.059
73 H 0.077
74 H 0.042
75 C -0.272
76 H 0.079
77 H 0.078
78 Te 0.499
79 H 0.077
80 H 0.075

Here is an isolated ion of composition C2H5F3OP and charge +1 in a non-equilibrium geometry from the OMol25 dataset. Energies are from wB97M-V/def2-TZVPD.

```
12
Properties=species:S:1:pos:R:3
H 1.261 -1.636 -1.437
P -0.201 1.329 1.033
F 1.284 1.199 1.418
F -0.857 1.897 2.246
F -0.119 2.407 -0.057
C 0.694 -0.674 -0.967
H -0.531 -1.969 0.329
H 0.398 0.069 -1.824
O -1.148 -0.099 0.608
H -1.470 -1.212 -0.866
H 1.304 -0.183 -0.224
C -0.615 -1.128 -0.259
```

largest force on an atom = 0.146 Eh/bohr
energy relative to the best compared isomer or geometry (same formula, charge and spin) = 0.0000 eV
total charge = +1
total energy = -21637.5656 eV
molar mass = 133.03 g mol⁻¹
highest occupied orbital energy = -16.989 eV

The Löwdin scheme yields these atomic charges, measured in e:
1 H 0.159
2 P 0.761
3 F 0.014
4 F 0.073
5 F 0.034
6 C -0.060
7 H 0.103
8 H 0.125
9 O -0.144
10 H 0.119
11 H 0.027
12 C -0.212